# 1
Here is a molecular structure, C29H29N3ScSi in a non-equilibrium geometry from the OMol25 dataset. Energies are from ωB97M-V/def2-TZVPD.

```
63
Properties=species:S:1:pos:R:3:nbo_charge:R:1
H -1.84 4.24 2.53 0.255
H -2.90 2.50 4.09 0.252
C 2.89 -0.27 1.00 -0.379
C -3.46 -3.14 2.18 -0.209
H -1.92 -1.75 -2.82 -0.153
C -0.25 -6.25 -1.40 -0.216
C 2.66 0.76 1.97 -0.329
C -0.73 0.56 2.30 0.098
C 2.42 4.14 -1.74 -0.187
H 3.47 7.32 -2.36 0.239
C -2.58 -2.96 1.10 -0.240
C 0.52 -3.75 -2.34 -0.231
Si -1.67 -2.20 -1.38 1.155
H 3.95 -0.21 -1.00 0.272
H -0.57 -7.23 -1.06 0.222
H -5.51 -3.29 2.79 0.219
C 1.91 6.78 -0.96 -0.197
H 3.27 2.93 2.01 0.257
C 3.22 1.98 1.47 -0.320
H 2.67 -1.33 1.12 0.269
C -1.12 -5.15 -1.30 -0.223
H 3.88 4.97 -3.08 0.240
C -0.70 -3.84 -1.64 -0.362
H -0.31 -0.44 2.22 0.232
C 1.39 -4.84 -2.45 -0.222
C -5.33 -2.93 0.66 -0.221
H 4.34 2.42 -0.43 0.258
H 2.57 3.10 -2.05 0.224
C -1.61 3.18 2.51 -0.185
H -2.15 -5.33 -0.97 0.224
H -3.05 -3.30 3.17 0.207
H 1.11 -1.09 -2.31 0.237
C 1.02 -6.09 -1.95 -0.198
N -0.23 1.48 1.43 -0.551
H -1.50 -3.01 1.28 0.197
H 1.71 7.80 -0.63 0.239
H -2.15 0.08 3.82 0.257
C 1.17 5.74 -0.39 -0.190
H 2.35 -4.71 -2.95 0.215
C 2.90 6.51 -1.91 -0.138
H -4.85 -2.62 -1.43 0.209
C -3.06 -2.73 -0.20 -0.470
C -2.16 2.22 3.35 -0.122
C -4.83 -3.13 1.96 -0.225
H -6.40 -2.91 0.50 0.218
H 0.78 -2.82 -2.83 0.203
N 0.82 3.35 -0.09 -0.252
H 1.69 -6.94 -2.04 0.220
H 0.51 -0.71 -0.62 0.154
H 0.38 5.91 0.35 0.249
C 3.79 1.71 0.18 -0.338
H -0.32 0.16 -2.16 0.242
C -0.65 2.78 1.55 0.290
C -1.73 0.88 3.22 -0.211
Sc 1.42 1.22 -0.02 1.594
N -0.13 3.76 0.72 -0.124
C 1.45 4.41 -0.75 0.130
H 2.21 0.61 2.95 0.251
C 3.59 0.33 -0.12 -0.338
H -1.52 -0.92 -0.62 -0.203
C 0.49 -0.41 -1.71 -1.131
C -4.45 -2.74 -0.42 -0.151
C 3.13 5.19 -2.32 -0.211
```

Calculated values
Charge ... +1
HOMO level ... -9.9462 eV
Kohn-Sham gap ... 4.253 eV
Spin multiplicity ... 1



# 2
Here is a molecular structure, C23H23NO6PdS2 from the OMol25 dataset. Energies are from ωB97M-V/def2-TZVPD.

```
56
Properties=species:S:1:pos:R:3:nbo_charge:R:1
C -3.06 1.34 -2.33 -0.250
S -1.41 -0.85 -2.78 1.261
H 1.05 0.04 -5.13 0.215
C 2.76 2.91 -1.24 -0.207
O -1.37 -5.29 1.87 -0.670
C -0.15 -3.42 2.78 0.044
H 3.78 2.93 -1.61 0.221
H 0.09 0.98 -2.56 0.244
C 2.33 -0.67 -1.99 -0.630
C -0.51 -4.26 1.59 0.755
C -3.77 2.01 -0.13 -0.216
O -0.59 0.72 2.73 -0.572
H 0.90 -3.76 5.98 0.225
H 0.06 4.91 -0.79 0.214
C -3.06 0.96 0.43 -0.191
C 0.97 -0.31 -4.10 -0.409
H 0.78 -1.27 5.76 0.243
C 1.97 4.06 -1.27 -0.218
O -0.65 -1.76 -1.86 -0.976
S 3.24 0.25 -0.72 1.274
C -2.35 0.09 -0.39 -0.245
O -0.09 -4.12 0.48 -0.508
C 2.29 -0.02 -3.37 -0.411
C 0.59 -3.29 5.05 -0.200
H 0.23 -5.14 4.00 0.228
H -1.74 -5.18 2.75 0.483
Pd 0.33 -1.32 0.73 0.187
C 0.53 -1.91 4.93 -0.185
H 1.34 -0.82 -1.56 0.252
N -0.16 -2.08 2.64 -0.427
H 0.53 0.74 0.12 0.227
H -0.79 1.01 -4.09 0.231
C 0.68 4.01 -0.78 -0.219
H -3.04 0.81 1.50 0.230
O 2.95 -0.49 0.54 -0.980
C -0.22 0.37 -3.41 -0.621
H 0.34 1.71 4.53 0.502
H -4.33 3.02 -1.94 0.216
C 0.15 2.83 -0.27 -0.148
H -3.07 1.47 -3.40 0.214
C 0.22 -4.05 3.96 -0.215
H 3.13 -0.38 -3.97 0.217
H -4.32 2.69 0.51 0.215
H 2.38 4.98 -1.66 0.216
O 0.49 0.77 4.68 -0.686
C 2.23 1.73 -0.75 -0.278
H 2.40 1.07 -3.29 0.209
C -0.03 0.13 3.62 0.769
H -1.78 -0.74 0.05 0.249
C 0.14 -1.35 3.73 0.052
H 0.82 -1.39 -4.15 0.222
H 2.81 -1.65 -2.01 0.244
C 0.93 1.68 -0.25 -0.223
H -0.86 2.79 0.11 0.219
C -3.77 2.20 -1.51 -0.211
C -2.34 0.30 -1.75 -0.178
```

Calculated values
HOMO level ... -6.1981 eV
Kohn-Sham gap ... 6.173 eV
Spin multiplicity ... 1